Here is a structure of composition C6H10N2O at a distorted geometry from OMol25. Energies are from the ωB97M-V functional and the def2-TZVPD basis.

XYZ file:
```
19
Properties=species:S:1:pos:R:3:mulliken_charge:R:1
C 2.812 0.990 -0.694 -0.26
C 0.247 0.165 -1.227 -0.84
C -0.730 -0.808 -0.777 0.01
C -2.104 -0.436 -0.409 -0.93
C -0.917 -0.352 1.556 -0.71
C 0.015 -0.814 0.535 0.07
H 2.360 1.105 -1.738 0.22
H 3.783 1.225 -0.534 0.37
H -0.346 1.029 -1.725 0.17
H 0.993 -0.128 -1.985 0.57
H -0.659 -1.794 -1.288 0.40
H -2.721 -1.278 -0.342 0.36
H -2.779 0.178 -0.988 0.35
H -0.450 0.618 2.055 0.31
H -1.287 -1.177 2.212 0.29
H 0.695 -1.611 0.538 0.54
N 2.163 0.616 0.346 -0.78
N 0.772 0.405 0.091 0.26
O -2.009 0.277 0.853 -0.40
```

Summary:
2S+1	1
HOMO	-8.73	eV
energy relative to the best compared isomer or geometry (same formula, charge and spin)	101.2	kcal/mol
Kohn-Sham gap	9.7	eV
calculated total energy	-419.225281	Eh
charge	0
LUMO	0.93	eV